Entry 1:
Formula: C6H15NOSi
Source: OMol25
Level of theory: ωB97M-V/def2-TZVPD

Results
E_HOMO ... -7.7 eV
ΔE to the lowest compared entry with this formula, charge and spin ... 84.29 kcal per mole
Frontier orbital gap ... 8.5 eV

ORCA input file:
```
! RIJCOSX wB97M-V def2-TZVPD def2/J DEFGRID3
* xyz 0 1
C -0.341 0.524 1.822
H -2.126 -1.242 3.021
H 2.627 -0.994 -1.360
C 0.119 0.992 -2.227
H -0.978 -2.297 -1.019
O 1.375 1.123 -0.029
C -2.343 -0.791 2.087
H -0.382 0.147 -2.728
H 0.757 -2.071 0.752
C 0.313 1.514 0.834
H 0.419 0.028 2.396
H 1.907 -0.471 -2.874
H 0.864 2.256 1.450
H -3.045 -1.422 1.601
H 0.733 1.695 -2.809
C 0.977 0.379 -1.196
H -0.926 1.202 2.484
C 2.212 -0.110 -1.900
N -1.163 -0.466 1.228
H 2.800 0.737 -1.938
H -0.675 1.562 -1.807
H -0.503 1.990 0.328
H -2.843 0.139 2.242
Si -0.328 -1.336 -0.099
*
```

Entry 2:
Formula: C41H71AsKO9PS3Si4
Source: OMol25
Level of theory: ωB97M-V/def2-TZVPD

Results
E_HOMO ... -2.2 eV
ΔE to the lowest compared entry with this formula, charge and spin ... 5.83 kcal per mole
Frontier orbital gap ... 5.9 eV

ORCA input file:
```
! RIJCOSX wB97M-V def2-TZVPD def2/J DEFGRID3
* xyz -2 1
H -0.938 0.726 -7.853
H -4.367 1.019 2.155
H 4.265 -0.236 1.189
H -2.478 0.760 0.139
H 7.164 5.220 -1.812
H -1.302 -2.625 -5.632
H -0.559 -1.729 6.105
H -5.465 0.695 3.511
H -3.383 1.706 4.996
C 5.447 4.203 0.260
H 4.309 -6.333 -1.362
C 5.559 1.673 -2.490
C -3.511 -0.949 6.134
C 1.445 -3.038 0.226
H -2.111 -2.117 -0.681
H 3.246 -0.800 -5.048
H -3.971 2.440 -1.509
S 0.642 2.799 -4.852
H -1.633 1.885 4.905
O -0.181 0.866 2.281
C 5.622 0.532 -1.703
H -0.013 3.292 1.601
O -2.501 -0.075 -0.415
H -4.868 3.798 -0.824
C 4.409 1.932 -3.225
C -0.360 -4.083 3.788
C -0.665 1.724 -4.767
C -0.428 1.355 -7.123
O 0.487 -3.757 0.569
C 3.402 -0.106 -2.425
O 1.708 -1.879 0.641
C -1.611 4.307 -0.585
H 3.083 -1.064 1.634
K -0.021 -0.362 0.114
H -3.860 5.434 1.441
C -3.437 4.515 1.862
C 0.506 -2.010 -6.617
H 6.504 0.322 -1.109
H 2.422 1.320 -3.719
H -0.120 -5.152 3.797
C 3.328 1.066 -3.176
H 5.945 6.384 -2.323
Si -2.280 -0.509 4.763
H 0.627 1.082 -7.054
H -0.494 2.407 -7.403
C -5.207 0.406 2.488
H -4.962 2.197 -0.063
O -1.777 -2.940 -1.065
O -1.097 1.109 -5.899
H -2.731 -5.540 5.034
H -0.470 -2.144 -3.380
C 3.876 -5.353 -1.528
H -0.048 1.149 3.187
H 2.629 -5.415 0.224
C -0.293 -2.254 -5.510
H -4.227 -4.822 4.423
C 1.465 -1.474 -4.049
H 6.402 4.283 0.771
C 0.179 -1.981 -4.235
H -1.068 -3.241 -0.470
C -5.198 -2.044 0.645
H 1.106 4.524 0.930
H 2.407 -1.274 -7.303
S 1.943 2.263 0.820
H -2.615 4.795 2.528
C -2.513 -4.942 1.802
C 2.949 -4.842 -0.637
As -2.496 -1.636 2.714
C 5.229 4.925 -0.910
H -0.892 3.621 -1.040
C 2.256 -1.224 -5.167
H -1.065 5.076 -0.031
C 1.020 3.633 1.548
H -2.564 1.629 3.425
H 4.334 2.831 -3.825
H -5.128 -3.131 0.569
Si -4.811 -1.430 2.373
H 6.391 2.367 -2.515
H 4.619 -1.256 -1.076
H -4.208 4.032 2.469
H -6.957 -2.093 3.375
O -2.166 2.030 1.177
H -3.164 -0.450 7.047
H -0.970 1.391 1.910
C -3.206 -4.597 4.738
H 4.957 -5.002 -3.356
C 4.241 -4.609 -2.645
H 6.678 6.514 -0.722
C 2.405 -3.573 -0.826
H 0.176 -1.043 4.654
C -2.488 1.350 4.479
C 6.310 5.810 -1.471
C 4.008 4.788 -1.563
H -0.215 0.002 6.031
Si -2.813 3.345 0.506
H 0.272 -3.607 3.037
H -2.459 0.219 -1.336
C 2.752 -2.825 -1.953
H 4.633 2.797 1.676
H -4.507 -0.563 5.908
H -4.509 -1.604 -0.077
H 3.930 -2.806 -3.746
H -2.147 4.799 -1.402
H -3.336 -4.567 1.192
H -0.133 -3.674 4.774
H -2.750 -5.964 2.116
H 2.078 3.814 -1.595
H -1.627 -4.964 1.165
S -1.462 1.210 -3.381
P 1.937 -1.190 -2.296
C 4.554 -0.356 -1.678
H -6.218 -1.747 0.376
H -3.258 -3.961 5.621
C -0.553 -0.858 5.444
Si -2.166 -3.893 3.320
H -5.832 -3.455 3.434
O 3.898 -0.651 1.976
C 1.781 -1.490 -6.444
C 3.249 3.265 0.111
H -5.702 -2.157 4.626
H 0.126 -2.199 -7.615
C -5.918 -2.376 3.580
C 3.668 -3.367 -2.856
H 3.835 5.326 -2.489
C 4.462 3.372 0.773
H -6.064 0.633 1.846
H -3.597 -2.015 6.343
C -4.296 2.898 -0.571
H 1.411 3.816 2.550
O 1.138 1.791 -0.344
C 3.018 3.954 -1.069
*
```

Entry 3:
Formula: C16H19IrN4O4
Source: OMol25
Level of theory: ωB97M-V/def2-TZVPD

Results
E_HOMO (spin up / spin down) ... -14.2 / -15.5 eV
Frontier orbital gap (spin up / spin down) ... 7.1 / 6.6 eV

ORCA input file:
```
! RIJCOSX wB97M-V def2-TZVPD def2/J DEFGRID3
* xyz 2 5
H -0.090 4.626 5.261
O -1.519 -2.582 -0.031
O -5.108 4.618 -0.287
H 3.910 -1.859 -1.328
H 0.818 5.580 4.088
C 1.851 -1.953 -0.847
C 0.983 2.859 3.431
H -5.891 5.153 -0.444
H -3.099 4.043 0.633
O 2.855 0.064 -0.462
N 0.079 1.630 1.605
C 0.615 -2.641 -0.712
H -5.666 3.263 -1.774
C 0.421 -4.026 -1.219
H 0.803 -4.130 -2.235
H -0.626 -4.306 -1.202
H -2.126 0.092 -2.062
N -0.322 -1.967 -0.059
C -0.896 2.558 1.450
C -3.682 2.922 -1.081
C -2.876 3.181 0.023
Ir 0.052 0.063 0.226
N -1.592 1.236 -0.425
H 1.764 1.029 2.644
C -3.403 1.801 -1.858
H -1.742 4.394 2.188
H -3.995 1.561 -2.731
H -2.018 -2.196 0.704
H 1.749 2.946 4.190
O -1.251 5.726 3.931
C 0.998 1.789 2.569
C 3.104 -2.586 -1.304
H 0.978 -4.728 -0.592
C -1.827 2.334 0.329
H -4.483 4.477 -2.261
C -0.026 3.812 3.306
H 3.383 -3.425 -0.661
C -0.097 4.988 4.225
C -2.357 0.984 -1.493
N 1.807 -0.602 -0.558
C -4.810 3.846 -1.421
C -0.966 3.650 2.293
H 2.961 -2.995 -2.309
H -1.347 6.453 4.552
*
```

Entry 4:
Formula: C3H3F3O
Source: OMol25
Level of theory: ωB97M-V/def2-TZVPD

Results
E_HOMO ... -11.0 eV
ΔE to the lowest compared entry with this formula, charge and spin ... 28.41 kcal per mole
Frontier orbital gap ... 11.9 eV
Structure (SMILES) ... C[C@@]1(F)OC1(F)F

ORCA input file:
```
! RIJCOSX wB97M-V def2-TZVPD def2/J DEFGRID3
* xyz 0 1
C 0.741 0.067 -2.583
F 2.001 0.315 -2.246
F -1.372 -0.841 -1.958
H 0.125 -0.957 0.476
O -0.169 1.046 -2.305
F 0.769 -0.551 -3.772
C -0.315 -0.110 -1.510
H 0.767 0.614 0.038
C -0.055 0.011 -0.029
H -1.084 0.225 0.489
*
```

Entry 5:
Formula: C3H3F3N2O4
Source: OMol25
Level of theory: ωB97M-V/def2-TZVPD

Results
E_HOMO ... -12.0 eV
ΔE to the lowest compared entry with this formula, charge and spin ... 0.00 kcal per mole
Frontier orbital gap ... 11.2 eV
Structure (SMILES) ... CC([N+](=O)[O-])([N+](=O)[O-])C(F)(F)F

ORCA input file:
```
! RIJCOSX wB97M-V def2-TZVPD def2/J DEFGRID3
* xyz 0 1
F -0.859 1.485 1.568
O -0.564 -2.046 -1.431
C 1.478 0.296 -0.014
H 1.762 1.006 0.667
C 0.023 -0.188 0.019
F -2.044 1.040 -0.218
O 0.437 -1.618 1.841
C -0.789 1.133 0.267
O -0.547 -0.054 -2.282
N -0.415 -1.158 1.106
H 1.729 0.680 -0.945
F -0.328 2.171 -0.355
O -1.615 -1.348 1.161
N -0.444 -0.837 -1.417
H 2.176 -0.562 0.033
*
```

Entry 6:
Formula: C28H19F12HfNO4
Source: OMol25
Level of theory: ωB97M-V/def2-TZVPD

Results
E_HOMO ... -7.7 eV
ΔE to the lowest compared entry with this formula, charge and spin ... 11.49 kcal per mole
Frontier orbital gap ... 7.0 eV

ORCA input file:
```
! RIJCOSX wB97M-V def2-TZVPD def2/J DEFGRID3
* xyz 0 1
F -2.037 4.130 -1.034
F 2.066 4.281 -1.887
C 2.748 -0.932 -1.072
F 2.310 -3.037 -2.314
H -0.657 -0.988 2.275
C 2.792 -1.792 -2.409
F -0.575 5.699 -0.677
C -1.317 -2.096 -1.939
H -1.893 5.374 3.420
H -2.142 -5.381 -2.111
C 1.638 3.897 -0.677
H 1.364 -5.230 2.691
H -0.180 -3.882 -2.224
C -0.231 2.451 3.501
C -2.274 -4.311 -2.010
C -0.759 4.485 -1.233
F 4.122 -0.207 0.709
C 1.381 -3.528 1.382
C 0.870 -0.804 0.790
H 2.839 -3.411 -0.145
O -0.248 -1.340 -2.011
C -1.175 -3.489 -2.073
C 0.169 1.586 1.259
O 0.147 2.438 -1.746
H -0.288 5.447 4.138
H 1.096 -5.619 0.995
O -1.818 0.637 -1.387
H -0.843 4.823 1.260
C 0.192 3.365 -0.721
H -0.212 2.280 4.570
C -4.157 0.471 -1.466
C -3.558 -3.789 -1.820
N 0.509 0.513 0.440
F 4.983 -0.087 -1.263
C -0.662 3.664 2.998
C 1.656 -4.973 1.674
C 0.398 -2.824 2.064
H -4.683 0.107 -0.583
F 1.782 4.942 0.151
C -3.717 -2.432 -1.690
H -0.186 -3.317 2.831
C -0.582 3.848 1.623
F 4.774 -2.009 -0.295
F 2.061 -1.178 -3.371
F -0.596 4.662 -2.546
C 2.076 -2.862 0.384
C 1.845 -1.527 0.047
H -4.059 1.552 -1.405
O 2.403 0.333 -1.480
H -1.512 4.388 4.833
C -2.783 -0.132 -1.535
C -1.116 4.777 3.896
H 2.713 -5.205 1.552
C -0.146 2.874 0.722
F 4.030 -1.893 -2.901
C 0.144 -1.502 1.766
C -2.613 -1.558 -1.732
F 2.453 2.923 -0.250
C 4.184 -0.813 -0.484
Hf 0.443 0.526 -1.553
H -4.413 -4.448 -1.777
H 0.519 0.515 3.074
H -4.707 -2.026 -1.540
H -4.745 0.194 -2.340
C 0.176 1.444 2.651
*
```

Entry 7:
Formula: C18H38N2O2
Source: OMol25
Level of theory: ωB97M-V/def2-TZVPD

Results
E_HOMO ... -6.2 eV
Frontier orbital gap ... 5.8 eV

ORCA input file:
```
! RIJCOSX wB97M-V def2-TZVPD def2/J DEFGRID3
* xyz 0 1
C -3.810 -1.304 2.037
C -4.248 -1.510 3.475
H 4.486 -1.039 -4.248
H -0.733 1.157 -1.263
H 7.599 -0.359 -4.470
C 3.002 -2.540 -3.378
H 0.034 0.213 0.980
H 5.018 -2.237 -1.612
C -2.338 -0.013 3.373
H -1.944 2.814 2.811
H -4.849 0.845 1.211
H -4.628 -1.278 1.312
H -1.742 -1.021 0.703
H -3.975 0.179 4.779
H 0.394 -2.212 -4.558
C 4.540 -2.160 -3.916
H -3.190 2.472 0.464
H -1.296 2.587 -0.387
H -4.144 -2.562 3.763
H -3.105 -2.096 1.760
H 0.406 2.155 -0.342
C 2.036 -0.217 -2.244
H 2.581 -3.414 -4.035
H -2.008 0.974 3.691
H -0.794 1.509 1.783
C -2.089 0.015 0.794
H 5.722 -3.650 -2.658
C 5.540 -2.470 -2.655
H -4.187 4.859 3.043
H -4.040 3.430 4.094
C 1.967 -1.274 -3.501
H 7.769 -2.495 -3.303
C -0.831 0.884 0.895
H 0.404 -2.506 -2.860
H -5.305 -1.248 3.603
C 7.055 -0.286 -3.428
H 4.722 -2.812 -4.870
C -4.101 1.195 1.933
H 6.030 0.277 -3.451
H 7.776 0.375 -2.743
C -3.642 2.573 1.452
C -2.736 3.406 2.358
H -2.699 0.230 -0.090
H 2.246 -0.695 -4.493
H -2.778 4.676 4.094
N -3.040 0.060 2.015
C -3.367 -0.610 4.321
H 3.040 -2.921 -2.247
H -2.891 -1.155 5.142
C -0.607 1.741 -0.347
H -4.601 1.269 2.907
C 7.022 -1.778 -2.751
H -2.235 4.160 1.740
N 0.533 -1.763 -3.604
O 2.680 1.104 -2.395
H -1.477 -0.682 3.264
O 1.465 -0.507 -1.052
H 7.396 -1.640 -1.626
H -4.550 3.164 1.265
C -3.484 4.131 3.461
*
```

Entry 8:
Formula: C16H36N4Si2Tl
Source: OMol25
Level of theory: ωB97M-V/def2-TZVPD

Results
E_HOMO ... -2.8 eV
Frontier orbital gap ... 5.6 eV

ORCA input file:
```
! RIJCOSX wB97M-V def2-TZVPD def2/J DEFGRID3
* xyz -1 1
H -1.334 -0.579 2.464
H 0.191 -3.917 -0.596
C 0.297 -2.208 -3.357
C -2.592 3.008 2.078
H 2.414 -2.573 -0.664
H 0.101 2.272 -3.502
N -2.503 3.969 0.981
C 1.065 -1.896 2.273
N 1.459 1.462 -1.579
C -2.593 -2.070 -2.686
H 1.528 -2.754 2.771
C 1.956 2.344 -2.445
H 3.895 1.562 0.741
C 3.375 1.777 -0.183
C -3.578 1.867 1.857
H 4.573 -0.083 1.948
H -2.847 3.546 2.997
C 1.127 2.595 -3.677
N 1.527 0.237 0.361
C -0.787 -3.722 -1.050
H -2.138 3.493 0.161
H -0.973 -4.503 -1.798
C 3.138 -2.211 0.072
H 0.646 -1.247 3.049
N -2.095 -0.724 1.813
C 3.171 2.981 -2.252
H -4.475 0.882 3.587
Si -0.863 -1.981 -1.855
C -3.389 -0.592 2.474
H -2.815 -1.153 -3.243
H -1.596 2.581 2.216
H 1.521 2.024 -4.521
H 3.957 -1.733 -0.477
H 1.331 -2.359 -3.029
H -3.523 -1.298 3.306
H 3.356 0.227 3.194
C -3.561 0.829 2.990
H -1.537 -3.836 -0.257
C 3.696 -0.501 2.451
H -2.672 -2.915 -3.382
H -3.379 -2.182 -1.931
H 0.252 -2.269 1.644
C 3.878 2.681 -1.086
H 4.823 3.173 -0.886
H 0.295 -1.318 -3.996
Si 2.326 -0.974 1.232
Tl -0.847 0.595 -0.662
H -2.731 1.045 3.674
H 1.131 3.651 -3.952
H 3.546 3.691 -2.979
H 4.023 -1.400 2.984
H -4.585 2.277 1.724
H -3.298 1.376 0.921
C 2.130 1.131 -0.441
H -1.975 -1.643 1.406
H 0.002 -3.070 -3.968
H 3.549 -3.074 0.608
H -3.425 4.315 0.741
H -4.169 -0.808 1.738
*
```

Entry 9:
Formula: C34H42N4P2Zr
Source: OMol25
Level of theory: ωB97M-V/def2-TZVPD

Results
E_HOMO (spin up / spin down) ... -11.5 / -11.5 eV
ΔE to the lowest compared entry with this formula, charge and spin ... 42.26 kcal per mole
Frontier orbital gap (spin up / spin down) ... 2.9 / 2.9 eV

ORCA input file:
```
! RIJCOSX wB97M-V def2-TZVPD def2/J DEFGRID3
* xyz 2 1
C -4.685 -1.758 -1.454
C -4.618 -3.139 -0.771
H -2.911 -2.874 0.734
H -5.512 -4.954 -0.153
C -6.361 -1.068 1.189
H -2.649 -3.162 2.707
H -5.698 1.874 1.525
H -1.212 -2.926 -7.029
N -2.797 1.643 -0.067
H -1.567 0.478 1.261
P -1.392 -0.237 -2.869
H -5.626 -4.348 2.054
H -4.666 -1.943 -2.548
H -5.958 -2.160 3.014
H 1.163 -1.622 -6.826
C -2.893 0.744 -3.317
C -1.683 -1.898 -5.135
H -7.612 -0.189 -0.281
H -4.494 2.788 -0.733
C -6.167 -3.645 1.400
N -0.940 -1.011 -4.342
C 0.437 -0.492 -0.051
N -2.190 -1.653 -2.192
H -0.724 -3.129 -2.736
H -2.971 0.751 -4.414
C -0.920 -2.253 -6.236
H -3.732 0.611 2.941
H 4.068 1.451 2.042
C -0.671 4.106 0.266
C -4.118 2.073 -0.009
C -1.167 5.982 -0.931
H -0.089 6.081 1.043
H 0.187 0.422 -0.581
H -3.673 2.639 -2.502
H -7.470 -1.919 -0.513
C -5.793 -0.721 -1.279
C 2.019 -1.792 1.314
H -2.961 -0.575 -0.563
H -7.225 -3.947 1.493
C -1.539 -2.883 -2.063
C 3.493 0.549 1.826
H 1.976 1.593 0.680
C 1.571 -0.544 0.760
H -4.482 -3.821 -1.639
C -2.585 0.774 1.024
H -0.338 3.351 0.963
H -2.370 -1.472 3.167
H -2.241 2.837 -3.520
C -3.726 0.839 1.873
C 0.340 -1.561 -6.126
H 4.851 -0.752 2.905
N -1.348 3.724 -0.909
C -2.079 -3.659 -1.097
C -6.892 -1.023 -0.234
C 2.336 0.635 1.067
H 1.418 -2.683 1.114
C 3.933 -0.692 2.321
H 3.523 -2.815 2.458
H -0.124 -1.401 -0.238
H -5.369 0.284 -1.115
C -1.644 4.883 -1.636
C -0.555 5.486 0.272
C -4.711 1.617 1.154
C -6.006 -2.233 1.917
C -3.152 -2.903 -0.368
C -3.194 -1.520 -1.118
H -2.679 -2.194 -4.839
C -3.146 -2.189 2.849
H -3.858 -2.307 3.684
P -1.546 2.081 -1.358
H -2.156 4.806 -2.582
H 1.024 -0.149 -4.507
C -2.709 2.182 -2.766
C 0.306 -0.809 -4.969
H -6.615 -0.165 1.764
C 3.184 -1.855 2.063
H -3.811 0.267 -2.929
H -6.284 -0.664 -2.263
H -1.770 -4.656 -0.803
H -1.241 7.014 -1.234
Zr -4.226 -1.356 1.098
C -5.774 -3.889 -0.062
H -6.660 -3.774 -0.702
*
```